No. 1
A structure of composition C35H65N3O19S4, computed with ωB97M-V with the def2-TZVPD basis set.

Frontier orbital gap ... 7.5185 eV
Strongest force on any atom ... 19.854 eV Å⁻¹
Total energy ... -124047.5529 eV

The geometry in XYZ format:
```
126
Properties=species:S:1:pos:R:3:mulliken_charge:R:1
C -11.96 22.74 6.13 -0.296
C -10.45 22.40 5.92 0.307
O -10.21 22.81 4.59 0.034
C -11.23 23.54 4.13 0.373
O -11.25 24.19 3.13 -0.504
O -12.30 23.40 4.92 -0.407
H -12.02 23.39 7.00 0.292
H -12.50 21.82 6.31 0.228
H -10.23 21.36 6.14 0.338
H -9.84 23.03 6.57 -0.327
C -3.92 20.73 0.65 3.126
C -4.18 22.04 -0.11 0.344
O -3.43 21.85 -1.30 -0.426
C -3.08 20.56 -1.44 0.556
O -2.58 20.10 -2.41 -0.582
O -3.23 19.90 -0.28 -0.420
H -4.83 20.20 0.91 -1.025
H -3.39 20.96 1.58 -1.308
H -3.81 22.90 0.44 -0.052
H -5.23 22.21 -0.32 0.167
C -5.16 21.79 8.71 -0.316
C -5.09 21.71 7.21 0.172
O -6.50 21.53 6.87 0.023
C -7.14 21.00 7.91 0.434
O -8.25 20.61 7.97 -0.537
O -6.27 20.93 8.98 -0.413
H -5.43 22.80 9.03 0.192
H -4.27 21.38 9.18 0.366
H -4.67 20.80 6.78 -0.024
H -4.72 22.50 6.56 0.074
C -5.49 18.51 0.21 -1.772
C -5.76 16.99 0.06 -0.270
O -6.84 16.78 0.97 -0.448
C -7.07 17.87 1.73 0.296
O -7.97 18.00 2.48 -0.464
O -6.13 18.81 1.45 0.036
H -5.93 19.12 -0.57 0.466
H -4.41 18.61 0.36 0.857
H -4.93 16.38 0.40 0.519
H -6.08 16.77 -0.96 0.281
C -3.82 24.46 2.70 1.423
C -3.42 25.48 3.77 -0.125
O -1.98 25.39 3.72 -0.402
C -1.61 24.88 2.53 0.543
O -0.49 24.90 2.11 -0.570
O -2.68 24.41 1.86 -0.418
H -4.72 24.76 2.17 -0.033
H -4.01 23.49 3.15 -0.842
H -3.72 25.32 4.80 0.157
H -3.67 26.49 3.43 0.338
C -13.61 19.14 4.55 -1.318
C -13.75 19.58 3.10 -0.331
C -12.71 18.97 2.17 -0.239
C -11.32 19.40 2.32 0.074
N -10.24 19.78 2.33 -0.323
H -12.59 19.33 4.91 0.245
H -13.85 18.08 4.61 0.371
H -14.19 19.69 5.29 0.377
H -13.71 20.66 3.01 0.109
H -14.72 19.20 2.79 0.404
H -13.02 19.33 1.18 0.018
H -12.88 17.89 2.05 0.497
C -10.92 15.92 -0.35 -1.566
C -9.55 16.34 0.20 0.359
C -8.49 16.38 -0.89 -0.991
C -7.55 17.51 -0.79 0.421
N -6.85 18.42 -0.69 -0.232
H -10.94 14.95 -0.85 0.394
H -11.26 16.68 -1.04 0.350
H -11.61 15.79 0.48 0.359
H -9.25 15.83 1.12 0.406
H -9.66 17.33 0.66 -0.269
H -8.91 16.52 -1.89 0.447
H -7.88 15.48 -0.96 0.383
C -8.04 25.73 10.27 -1.275
C -7.23 25.93 8.98 -0.669
C -7.58 24.86 7.93 0.077
C -6.80 25.07 6.72 0.179
N -6.15 25.24 5.79 -0.330
H -7.74 24.83 10.81 0.320
H -9.09 25.66 10.00 0.300
H -7.96 26.63 10.87 0.388
H -6.17 26.07 9.18 0.458
H -7.51 26.94 8.67 0.403
H -8.63 24.97 7.63 0.290
H -7.44 23.86 8.33 -0.086
C -12.45 22.34 0.77 -0.678
S -12.43 21.10 -0.56 0.392
O -13.05 21.79 -1.73 -0.673
C -10.63 21.17 -0.76 -0.408
H -13.38 22.38 1.33 0.466
H -12.20 23.35 0.45 0.492
H -11.68 22.19 1.53 -0.209
H -10.20 20.54 0.02 -0.194
H -10.27 22.19 -0.68 0.255
H -10.38 20.65 -1.69 0.508
C -7.06 22.71 3.75 -0.272
S -7.68 22.63 2.05 1.285
O -6.58 23.20 1.17 -0.619
C -7.45 20.83 1.88 -1.389
H -7.74 22.24 4.45 0.334
H -6.94 23.75 4.08 -0.082
H -6.02 22.38 3.83 0.011
H -7.50 20.70 0.80 0.459
H -8.26 20.37 2.43 0.375
H -6.49 20.46 2.24 0.030
C -1.16 20.89 3.58 -0.615
S -2.47 20.91 4.86 0.396
O -3.56 21.80 4.33 -0.672
C -3.09 19.20 4.60 -0.972
H -1.66 20.79 2.62 -0.006
H -0.49 20.04 3.69 0.431
H -0.55 21.79 3.61 0.363
H -2.97 18.79 3.60 0.311
H -4.14 19.14 4.87 0.207
H -2.57 18.54 5.30 0.527
C -9.06 26.32 0.52 -0.609
S -8.54 27.62 1.70 0.394
O -9.73 28.01 2.53 -0.638
C -7.58 26.53 2.76 -0.124
H -9.25 25.37 1.05 -0.080
H -8.26 26.08 -0.18 0.390
H -10.03 26.52 0.07 0.409
H -6.80 26.08 2.14 0.068
H -8.25 25.68 2.94 -0.307
H -7.14 26.95 3.66 0.484
```

=====

No. 2
A cluster of 10 separate species, C35H67IO31 in total, computed with ωB97M-V with the def2-TZVPD basis set.

Frontier orbital gap ... 9.6960 eV
Strongest force on any atom ... 5.270 eV Å⁻¹
SMILES string ... O=C1O[C@@H](CCO)[C@H](CCCI)O1.COC(=O)OC.COC(=O)OC.COC(=O)OC.COC(=O)OC.COC(=O)OC.COC(=O)OC.COC(=O)OC.COC(=O)OC.COC(=O)OC
Total energy ... -108952.4315 eV

The geometry in XYZ format:
```
134
Properties=species:S:1:pos:R:3:mulliken_charge:R:1
O -3.41 -5.59 -0.06 -0.513
C -4.08 -4.57 -0.28 0.596
O -3.84 -3.22 0.20 -0.467
C -3.71 -2.50 -1.08 0.997
C -2.16 -2.51 -1.47 -0.921
C -1.81 -1.23 -2.37 -0.178
O -0.50 -0.65 -2.09 -0.391
C -4.75 -3.33 -2.03 0.054
C -5.91 -2.49 -2.77 -0.716
C -7.10 -2.05 -1.78 -0.530
C -6.80 -0.67 -1.00 -0.882
I -8.51 -0.05 0.26 -0.023
O -5.25 -4.38 -1.11 -0.382
H -4.05 -1.42 -1.02 -0.231
H -1.91 -3.49 -2.01 0.285
H -1.55 -2.51 -0.49 0.312
H -2.60 -0.40 -2.22 0.071
H -1.90 -1.55 -3.48 0.212
H 0.16 -1.37 -1.96 0.253
H -4.26 -4.00 -2.84 0.350
H -5.39 -1.59 -3.24 0.282
H -6.31 -3.17 -3.61 0.348
H -7.39 -2.85 -1.02 0.371
H -8.03 -1.88 -2.45 0.401
H -5.94 -0.81 -0.26 0.305
H -6.51 0.15 -1.75 0.401
C 3.11 -0.91 -3.80 -0.713
O 2.79 -2.05 -3.02 -0.121
C 3.74 -3.01 -3.02 0.634
O 4.79 -2.96 -3.61 -0.547
O 3.31 -4.02 -2.25 -0.249
C 4.22 -5.12 -2.16 -0.663
H 2.28 -0.21 -3.72 0.185
H 4.01 -0.42 -3.42 0.341
H 3.23 -1.18 -4.85 0.323
H 5.17 -4.79 -1.71 0.287
H 4.39 -5.56 -3.14 0.316
H 3.78 -5.87 -1.51 0.214
C 2.47 -5.36 2.71 -0.621
O 3.54 -6.09 2.13 -0.246
C 4.03 -7.07 2.92 0.805
O 3.65 -7.35 4.03 -0.571
O 5.03 -7.67 2.25 -0.288
C 5.65 -8.74 2.97 -0.721
H 2.15 -4.60 1.99 0.202
H 1.62 -6.01 2.92 0.314
H 2.79 -4.85 3.63 0.271
H 4.93 -9.53 3.19 0.341
H 6.11 -8.37 3.89 0.318
H 6.44 -9.15 2.34 0.217
C 10.18 -5.92 -0.97 -0.613
O 9.64 -5.22 0.15 -0.339
C 8.82 -5.95 0.92 0.760
O 8.51 -7.10 0.74 -0.545
O 8.39 -5.17 1.93 -0.331
C 7.50 -5.82 2.83 -0.533
H 10.83 -5.23 -1.51 0.222
H 10.77 -6.77 -0.64 0.288
H 9.38 -6.24 -1.64 0.284
H 7.99 -6.67 3.31 0.290
H 6.59 -6.14 2.31 0.180
H 7.22 -5.11 3.60 0.302
C 0.79 4.20 -4.57 -0.601
O 1.38 4.51 -5.83 -0.304
C 1.91 3.45 -6.46 0.797
O 1.93 2.32 -6.05 -0.534
O 2.42 3.88 -7.63 -0.321
C 3.03 2.85 -8.41 -0.604
H 0.39 5.13 -4.15 0.222
H -0.03 3.50 -4.69 0.284
H 1.54 3.81 -3.88 0.277
H 2.30 2.09 -8.68 0.284
H 3.87 2.40 -7.88 0.285
H 3.41 3.30 -9.33 0.216
C -3.04 2.49 -0.18 -0.767
O -4.34 2.62 -0.76 -0.159
C -4.83 3.87 -0.73 0.713
O -4.27 4.84 -0.27 -0.617
O -6.05 3.85 -1.29 -0.293
C -6.70 5.12 -1.33 -0.527
H -2.74 1.44 -0.26 0.171
H -2.31 3.10 -0.73 0.315
H -3.05 2.76 0.87 0.381
H -6.12 5.83 -1.92 0.231
H -6.86 5.50 -0.32 0.261
H -7.67 4.99 -1.81 0.218
C 3.88 -2.78 9.54 -0.621
O 2.89 -3.21 8.61 -0.322
C 3.12 -4.43 8.08 0.768
O 4.07 -5.14 8.32 -0.540
O 2.12 -4.71 7.23 -0.342
C 2.24 -5.98 6.58 -0.457
H 3.60 -1.80 9.90 0.218
H 3.93 -3.46 10.39 0.287
H 4.86 -2.70 9.05 0.289
H 2.22 -6.78 7.32 0.328
H 3.15 -6.02 5.98 0.188
H 1.38 -6.10 5.92 0.220
C -4.54 6.97 1.97 -0.376
O -4.92 6.69 3.31 -0.326
C -3.92 6.27 4.10 0.770
O -2.77 6.13 3.76 -0.538
O -4.41 6.05 5.33 -0.332
C -3.45 5.60 6.28 -0.602
H -5.43 7.29 1.42 0.183
H -3.80 7.78 1.94 0.300
H -4.15 6.07 1.48 0.202
H -2.67 6.35 6.42 0.284
H -3.01 4.65 5.96 0.269
H -3.96 5.45 7.23 0.219
C -3.44 8.70 -2.31 -0.598
O -3.50 9.66 -3.37 -0.322
C -4.58 9.53 -4.16 0.766
O -5.46 8.71 -4.04 -0.544
O -4.51 10.48 -5.11 -0.330
C -5.61 10.47 -6.03 -0.610
H -2.53 8.89 -1.74 0.271
H -4.29 8.82 -1.64 0.276
H -3.39 7.69 -2.71 0.294
H -6.55 10.65 -5.50 0.288
H -5.64 9.53 -6.57 0.289
H -5.45 11.28 -6.74 0.222
C 2.01 0.61 0.34 -0.539
O 2.24 1.46 1.46 -0.391
C 1.16 2.16 1.85 0.756
O 0.07 2.12 1.34 -0.515
O 1.51 2.92 2.90 -0.355
C 0.45 3.72 3.42 -0.600
H 2.95 0.09 0.12 0.272
H 1.26 -0.14 0.58 0.289
H 1.72 1.19 -0.53 0.267
H -0.37 3.10 3.78 0.267
H 0.10 4.43 2.67 0.296
H 0.85 4.29 4.27 0.258
```

=====

No. 3
A cluster of 4 separate species, C35H68F3N2O15P3S in total, computed with ωB97M-V with the def2-TZVPD basis set.

Frontier orbital gap ... 4.5622 eV
Strongest force on any atom ... 9.892 eV Å⁻¹
SMILES string ... C=CC(N)(N)[C@](CCCCCCCCOC)(Cc1ccccc1)O[C@](S)(C=C)C[C@H](O)C(F)(F)F.COP(=O)(OC)OC.COP(=O)(OC)OC.COP(=O)(OC)OC
Total energy ... -117922.9094 eV

The geometry in XYZ format:
```
127
Properties=species:S:1:pos:R:3:mulliken_charge:R:1
C 3.54 -0.01 -3.11 -1.002
C 3.12 -0.77 -1.97 -0.191
C 2.73 -0.02 -0.57 -0.302
N 3.08 1.42 -0.83 -0.329
N 3.71 -0.64 0.42 -0.310
C 1.19 -0.20 -0.17 1.143
C 0.89 -1.81 -0.19 -2.202
C -0.58 -2.16 0.37 2.397
C -0.93 -3.72 0.07 -0.928
C -2.40 -4.07 0.60 -0.553
C -3.55 -3.10 0.02 -0.252
C -4.04 -1.99 1.10 -0.073
C -4.82 -2.70 2.34 -0.585
C -5.23 -1.53 3.38 -0.484
O -4.08 -1.35 4.27 -0.366
C -3.98 0.07 4.55 -0.440
C 0.33 0.35 -1.46 -0.931
C -0.73 1.48 -1.00 0.505
C -0.34 2.99 -1.15 -0.338
C -1.34 4.10 -0.76 -0.590
C -2.78 3.82 -0.20 -0.527
C -3.16 2.32 -0.06 -0.462
C -2.14 1.18 -0.45 0.026
O 0.65 0.52 0.92 0.258
C 1.26 0.57 2.19 0.706
S -0.07 1.35 3.30 -0.175
C 2.49 1.64 2.35 -0.383
C 2.43 2.73 3.34 -0.932
C 1.71 -0.76 2.94 -0.237
C 0.64 -1.45 3.92 0.028
O 0.77 -1.03 5.32 -0.577
C 1.04 -3.03 3.96 0.296
F 2.45 -3.23 4.16 -0.281
F 0.42 -3.62 5.12 -0.288
F 0.59 -3.76 2.84 -0.132
H 4.27 0.86 -3.08 0.214
H 3.12 -0.31 -4.13 0.220
H 3.04 -1.92 -1.97 0.242
H 2.41 2.05 -0.38 0.273
H 4.00 1.63 -0.39 0.417
H 3.74 -1.65 0.17 0.358
H 4.67 -0.31 0.19 0.403
H 1.72 -2.43 0.29 0.433
H 0.87 -2.15 -1.30 0.571
H -0.72 -1.92 1.47 -1.186
H -1.31 -1.58 -0.32 -0.811
H -0.12 -4.44 0.44 0.338
H -0.98 -3.80 -1.08 0.318
H -2.46 -4.07 1.75 0.205
H -2.67 -5.13 0.24 0.289
H -3.27 -2.54 -0.94 0.247
H -4.49 -3.72 -0.23 0.117
H -4.68 -1.18 0.60 0.309
H -3.11 -1.50 1.57 -0.201
H -5.74 -3.25 1.93 0.317
H -4.14 -3.41 2.92 0.267
H -6.13 -1.86 4.00 0.278
H -5.46 -0.56 2.80 0.331
H -5.02 0.53 4.75 0.369
H -3.36 0.29 5.50 0.190
H -3.49 0.61 3.66 0.096
H -0.29 -0.47 -1.94 0.283
H 0.99 0.87 -2.23 0.633
H 0.69 3.26 -1.59 0.311
H -1.06 5.20 -0.90 0.304
H -3.51 4.67 0.05 0.320
H -4.21 2.09 0.34 0.315
H -2.54 0.12 -0.34 -0.215
H -0.94 2.09 2.49 0.096
H 3.46 1.59 1.76 0.254
H 2.14 3.80 3.07 0.190
H 2.71 2.50 4.44 0.204
H 2.13 -1.60 2.28 0.109
H 2.60 -0.47 3.63 0.434
H -0.44 -1.44 3.56 0.168
H 1.69 -1.29 5.55 0.476
C -3.01 8.39 2.10 -0.667
O -3.40 7.97 3.41 -0.295
P -2.26 6.92 4.16 0.998
O -3.32 5.83 4.31 -0.610
O -2.22 7.84 5.52 -0.315
C -3.34 8.62 5.91 -0.589
O -1.01 5.96 4.83 -0.411
C -0.87 4.63 4.35 -0.583
H -3.78 9.05 1.70 0.245
H -2.06 8.94 2.15 0.357
H -2.91 7.52 1.45 0.207
H -4.28 8.09 5.74 0.312
H -3.33 9.57 5.38 0.240
H -3.26 8.83 6.98 0.254
H -0.94 4.62 3.25 0.304
H -1.65 3.99 4.78 0.335
H 0.10 4.25 4.65 0.267
C 9.43 -1.57 -6.05 -0.783
O 8.98 -0.37 -5.43 -0.288
P 8.59 -0.56 -3.76 0.952
O 7.16 -0.09 -4.00 -0.576
O 9.53 0.73 -3.35 -0.315
C 9.76 1.79 -4.27 -0.579
O 8.30 -0.82 -2.09 -0.386
C 7.13 -1.54 -1.75 -0.590
H 9.65 -1.37 -7.09 0.240
H 10.34 -1.93 -5.55 0.352
H 8.65 -2.34 -5.99 0.326
H 8.86 2.03 -4.84 0.306
H 10.58 1.52 -4.93 0.239
H 10.06 2.67 -3.70 0.257
H 7.04 -2.43 -2.39 0.316
H 6.25 -0.91 -1.85 0.209
H 7.22 -1.86 -0.71 0.292
C -3.51 -5.74 -7.14 -0.799
O -3.96 -4.51 -6.57 -0.312
P -4.40 -4.64 -4.91 0.881
O -5.81 -4.15 -5.21 -0.624
O -3.45 -3.36 -4.50 -0.211
C -3.18 -2.32 -5.42 -0.636
O -4.71 -4.88 -3.24 -0.224
C -5.90 -5.58 -2.89 -0.739
H -3.26 -5.56 -8.19 0.245
H -2.62 -6.10 -6.61 0.352
H -4.31 -6.48 -7.08 0.333
H -4.05 -2.08 -6.03 0.319
H -2.35 -2.62 -6.07 0.279
H -2.88 -1.43 -4.87 0.236
H -6.01 -6.47 -3.52 0.367
H -6.77 -4.93 -3.00 0.302
H -5.82 -5.89 -1.85 0.237
```